A structure of composition C6H10AlO5 at a distorted geometry. Source: the OMol25 dataset; level of theory: the ωB97M-V functional and the def2-TZVPD basis.

Positions of all 22 atoms, in Å:
Al  1.055  -2.502  -0.024
O  1.341  -0.957  -2.642
O  0.068  0.173  0.721
O  -0.570  -4.612  1.150
O  0.972  -3.069  -2.920
O  0.704  1.799  2.052
C  -0.176  1.174  1.359
C  0.134  2.587  3.035
C  1.238  -1.935  -3.446
C  -1.525  1.782  1.614
C  1.516  -1.845  -4.932
C  -1.372  2.496  3.000
H  -1.326  -4.102  1.501
H  0.879  -2.562  -5.451
H  0.542  2.367  4.021
H  -1.953  3.416  2.928
H  -2.327  1.056  1.484
H  -1.514  1.712  3.744
H  2.548  -2.056  -5.214
H  1.125  -0.945  -5.406
H  -1.726  2.438  0.767
H  0.368  3.584  2.660

Values from the calculation:
- HOMO (spin up / spin down) (eV) = -17.922 / -16.950
- multiplicity = 2
- total energy (hartree) = -852.36509
- lowest unoccupied orbital energy (spin up / spin down) (eV) = -9.1536 / -13.0589
- total charge = +2
- max |F| (eV/A) = 4.33
- frontier orbital gap (spin up / spin down) (hartree) = 0.3222 / 0.1430

Here are the Mulliken charges for atoms 1 to 8, given in e: Al 1.046; O -0.396; O -0.319; O -0.313; O -0.390; O -0.239; C 0.539; C -0.437